Entry from OMol25: a cluster of 3 separate species, CH9NO2 in total (wB97M-V/def2-TZVPD).

CARTESIAN COORDINATES (ANGSTROEM)
C: 2.0328 0.2271 -1.3552
N: 0.5212 0.1128 -1.3747
H: 2.3806 1.1516 -1.7910
H: 2.4917 -0.4288 -2.1166
H: 2.5280 -0.0466 -0.4861
H: 0.1779 0.9696 -0.9549
H: 0.2905 0.2796 -2.3418
O: -2.5381 0.8031 3.8407
H: -2.7452 1.4308 3.1010
H: -2.0975 0.0117 3.4974
O: -0.9107 -1.5849 0.3346
H: -0.4954 -0.8868 -0.2095
H: -1.6357 -2.0393 -0.1439

Results
E: -6767.487 eV
ΔE to the lowest compared entry with this formula, charge and spin: 0.399 eV
Largest force on an atom: 3.2 eV/Å
2S+1: 1
Highest occupied orbital energy: -10.4 eV
Frontier orbital gap: 11.13 eV

---

Entry from OMol25: a cluster of 3 separate species, CH9NO3 in total (wB97M-V/def2-TZVPD).

CARTESIAN COORDINATES (ANGSTROEM)
N: 1.3641 -1.2819 -0.3798
C: 1.1775 -0.7354 0.9550
O: 0.0102 -1.1473 1.6008
H: 2.2467 -1.7560 -0.5178
H: 0.5963 -1.7061 -0.8601
H: 2.0813 -0.8718 1.5668
H: 1.1876 0.3404 0.7889
H: -0.1522 -2.0388 1.3111
O: -0.4537 2.5696 -0.0854
H: -0.5466 3.1101 -0.8819
H: -1.0399 2.0236 0.4338
O: -2.0402 0.3343 -1.6347
H: -1.6807 1.1269 -1.2021
H: -2.7504 0.0324 -1.0946

Results
E: -8814.376 eV
ΔE to the lowest compared entry with this formula, charge and spin: 1.231 eV
Largest force on an atom: 2.3 eV/Å
2S+1: 1
Highest occupied orbital energy: -8.9 eV
Frontier orbital gap: 9.57 eV

---

Entry from OMol25: a cluster of 3 separate species, CH9NO3 in total (wB97M-V/def2-TZVPD).

CARTESIAN COORDINATES (ANGSTROEM)
N: 1.1014 0.7559 -0.9462
C: 1.5090 -0.1832 0.0714
O: 2.2160 -1.2530 -0.4680
H: 1.0861 1.7310 -0.7107
H: 1.5543 0.6770 -1.8512
H: 2.1518 0.2748 0.8431
H: 0.6304 -0.5544 0.6133
H: 1.9721 -1.4183 -1.3852
O: -2.0510 0.7812 -0.4950
H: -1.2279 0.9235 -0.9899
H: -2.2728 1.6881 -0.2448
O: -1.9143 -1.2026 2.0414
H: -2.0936 -0.4193 1.5128
H: -2.6615 -1.8006 2.0091

Results
E: -8815.110 eV
ΔE to the lowest compared entry with this formula, charge and spin: 0.497 eV
Largest force on an atom: 1.4 eV/Å
2S+1: 1
Highest occupied orbital energy: -9.5 eV
Frontier orbital gap: 10.21 eV